{
  "formula": "C28H33N8OSSeV",
  "method": "ωB97M-V with the def2-TZVPD basis set",
  "charge": 3,
  "s2": 0.77,
  "spin_multiplicity": 2,
  "lumo_energy_ev": [-10.89, -10.30],
  "max_force_ev_per_a": 1.73,
  "elements": ["V", "N", "C", "C", "C", "C", "N", "H", "H", "H", "H", "H", "H", "H", "H", "H", "H", "H", "H", "C", "C", "N", "C", "C", "C", "S", "N", "C", "O", "C", "C", "C", "C", "C", "C", "H", "H", "H", "H", "H", "H", "H", "H", "H", "H", "H", "H", "H", "H", "H", "Se", "N", "C", "C", "C", "C", "C", "N", "C", "C", "N", "C", "C", "C", "C", "C", "N", "H", "H", "H", "H", "H", "H"],
  "xyz": [[-0.433438, 0.011933, -0.060648], [-0.756129, -0.353619, -2.098372], [-2.173888, -0.413987, -2.600064], [-2.551767, -1.820706, -3.023422], [-2.322739, -2.874711, -1.938348], [-2.856196, -2.459106, -0.575513], [-1.828072, -1.721406, 0.241945], [-0.260166, 0.385269, -2.589475], [-0.272282, -1.208311, -2.383204], [-2.263485, 0.274244, -3.439766], [-2.829705, -0.042945, -1.809736], [-2.008692, -2.092408, -3.931390], [-3.609041, -1.801430, -3.294304], [-1.261213, -3.135578, -1.842682], [-2.810140, -3.799148, -2.245558], [-3.156328, -3.334801, 0.000265], [-3.734703, -1.819422, -0.667950], [-1.117127, -2.418519, 0.478963], [-2.278969, -1.516407, 1.131607], [5.484786, 0.438937, 1.751342], [5.257682, 0.670254, 0.267483], [3.937181, 1.317721, 0.018261], [3.974968, 2.791680, -0.045481], [4.280304, 3.278077, -1.453252], [2.869040, 0.598626, -0.126257], [1.335966, 1.419547, -0.512310], [2.975406, -0.757079, -0.079211], [1.990058, -1.479106, 0.302774], [0.808665, -0.951158, 0.714375], [2.073563, -2.936865, 0.343906], [3.037525, -3.603732, -0.410896], [3.095229, -4.985723, -0.373913], [2.213308, -5.700228, 0.428062], [1.265133, -5.038292, 1.202936], [1.189733, -3.658029, 1.157781], [6.486739, 0.039587, 1.899039], [4.770635, -0.282077, 2.148766], [5.409041, 1.366140, 2.319065], [5.285046, -0.262846, -0.288198], [6.002908, 1.346611, -0.145958], [4.754975, 3.098826, 0.649597], [3.031975, 3.187406, 0.327550], [5.239587, 2.899236, -1.804212], [4.331741, 4.365312, -1.453972], [3.508891, 2.968338, -2.158658], [3.726395, -3.037177, -1.022682], [3.834770, -5.509036, -0.963685], [2.273425, -6.779596, 0.463946], [0.609166, -5.601140, 1.852531], [0.496340, -3.139015, 1.809470], [-6.332787, 4.455143, 2.155773], [-5.396852, 3.170228, 2.933207], [-4.421567, 2.858726, 2.116284], [-3.405887, 1.855941, 2.420835], [-3.307557, 1.187457, 3.644242], [-2.265527, 0.302242, 3.852687], [-1.366164, 0.060371, 2.825270], [-1.461613, 0.683000, 1.640988], [-2.440384, 1.599847, 1.455466], [-2.419944, 2.305346, 0.178959], [-1.428588, 1.943771, -0.680938], [-1.305497, 2.635090, -1.812987], [-2.156116, 3.682187, -2.152922], [-3.190952, 4.015343, -1.303256], [-3.331700, 3.312475, -0.101955], [-4.376442, 3.583783, 0.882107], [-5.315486, 4.480510, 0.708132], [-4.041057, 1.384529, 4.416478], [-2.145145, -0.204913, 4.799585], [-0.548530, -0.639900, 2.941764], [-0.487254, 2.373163, -2.474330], [-1.997757, 4.217365, -3.078537], [-3.883298, 4.814157, -1.537397]],
  "forces_ev_per_a": [[-0.723, 1.550, 0.287], [0.387, -0.232, -0.052], [-0.030, -0.016, 0.017], [0.018, -0.033, 0.008], [-0.008, 0.080, 0.030], [-0.003, 0.013, -0.041], [-0.073, -0.141, -0.009], [0.045, -0.042, 0.008], [-0.063, -0.019, 0.035], [-0.019, 0.005, 0.020], [0.006, -0.030, -0.008], [-0.008, -0.001, -0.001], [0.004, -0.004, -0.012], [-0.004, -0.021, -0.003], [-0.008, 0.004, 0.002], [-0.003, 0.011, -0.004], [0.000, -0.006, -0.010], [0.002, 0.025, -0.030], [0.018, -0.026, 0.004], [-0.018, 0.011, -0.018], [-0.028, -0.044, 0.025], [0.233, -0.238, 0.049], [-0.079, 0.097, -0.015], [0.009, -0.039, -0.008], [-0.289, 0.361, -0.104], [0.308, 0.081, -0.135], [-0.298, 0.262, 0.116], [0.651, -0.548, 0.048], [-0.056, -0.426, -0.204], [-0.385, 0.152, 0.178], [0.074, 0.002, -0.060], [0.014, 0.001, -0.003], [-0.010, 0.005, 0.012], [0.033, 0.051, -0.015], [-0.003, -0.120, -0.023], [0.005, -0.005, 0.003], [-0.005, 0.001, 0.008], [0.002, 0.006, 0.009], [0.007, 0.019, -0.014], [-0.018, 0.006, -0.023], [-0.023, -0.003, 0.018], [-0.003, -0.014, -0.009], [0.001, 0.004, -0.003], [-0.002, 0.009, 0.001], [-0.016, 0.011, 0.004], [0.005, -0.015, -0.009], [0.005, -0.003, -0.003], [0.007, -0.007, -0.008], [-0.006, 0.002, 0.003], [-0.009, 0.007, -0.001], [-0.046, -0.028, -0.019], [0.078, 0.015, 0.010], [0.033, -0.067, 0.035], [0.011, 0.235, 0.121], [-0.026, -0.015, 0.031], [0.005, 0.016, -0.007], [-0.007, 0.074, -0.007], [0.196, -0.283, -0.208], [0.084, -0.105, -0.406], [0.358, -0.310, 0.039], [-0.272, -0.445, 0.339], [-0.012, 0.073, -0.011], [-0.021, -0.008, 0.039], [0.036, -0.013, -0.027], [-0.159, 0.090, 0.071], [0.034, 0.019, -0.082], [0.078, -0.003, 0.008], [-0.002, 0.006, -0.004], [0.010, -0.010, -0.006], [-0.010, -0.003, 0.006], [-0.009, 0.025, 0.029], [0.005, -0.006, -0.004], [-0.009, -0.001, -0.003]]
}